{"formula": "C4H4N2O", "method": "ωB97M-V/def2-TZVPD", "elements": ["O", "C", "C", "C", "N", "C", "N", "H", "H", "H", "H"], "positions_angstrom": [[-1.95928, -1.81666, 0.35045], [-1.22023, -0.88269, 0.11874], [0.24094, -0.97035, 0.43993], [0.85563, 0.17292, 0.11956], [0.53991, 1.30910, -0.37675], [-0.80548, 1.28947, -0.66127], [-1.64596, 0.32063, -0.46401], [0.66641, -1.86680, 0.86836], [2.30691, -0.00456, -0.01822], [2.19790, 0.24172, 0.73590], [-1.17676, 2.20722, -1.11270]], "e_homo_ev": -9.15, "homo_lumo_gap_ev": 8.502}